(1)
Computed, not measured: 6 unconnected molecules or ions with the total composition C24H48BF3O10, with the ωB97M-V functional and the def2-TZVPD basis.

Last column: Löwdin charge in e.
CARTESIAN COORDINATES (ANGSTROEM)
O1 1.8489 1.3316 1.2732  0.132
C1 2.1223 0.1504 1.3022  -0.326
C2 2.9644 -0.4635 2.3681  0.088
C3 2.6686 -1.6989 2.7972  0.005
B1 3.5553 -2.4289 3.8782  -0.609
O2 4.1078 -3.6563 3.5981  0.181
O3 3.8230 -1.8542 5.0867  0.188
C4 1.4816 -2.3581 2.1640  -0.338
O4 0.7420 -3.0917 2.7817  0.128
C5 1.2559 -2.0343 0.7269  0.081
C6 1.5714 -0.8120 0.2895  -0.137
C7 1.4268 -0.3251 -1.1201  -0.060
C8 2.8205 -0.0094 -1.6927  -0.266
O5 3.6725 -1.1260 -1.6883  0.025
C9 2.7484 0.6171 -3.0919  -0.576
F1 1.6055 1.2809 -3.3050  0.148
F2 2.8518 -0.3185 -4.0522  0.147
F3 3.7531 1.4836 -3.2716  0.144
H1 3.7933 0.1202 2.7536  0.139
H2 4.1854 -3.8308 2.6534  0.111
H3 4.7111 -2.0892 5.3860  0.117
H4 0.8302 -2.7913 0.0754  0.135
H5 0.8179 0.5801 -1.1437  0.135
H6 0.9510 -1.0977 -1.7313  0.140
H7 3.2907 0.7367 -1.0481  0.161
H8 3.3676 -1.7668 -2.3433  0.109
C10 5.2228 4.5277 -1.5039  -0.066
C11 6.6495 4.1918 -1.1058  -0.495
C12 7.6061 4.3411 -2.2787  -0.061
O6 6.7247 2.8661 -0.5733  -0.059
H9 4.8751 3.8480 -2.2868  0.070
H10 4.5551 4.4145 -0.6475  0.082
H11 5.1388 5.5452 -1.8826  0.070
H12 6.9673 4.8474 -0.2937  0.136
H13 7.3252 3.6567 -3.0841  0.080
H14 8.6252 4.0990 -1.9755  0.077
H15 7.5903 5.3574 -2.6743  0.080
H16 6.4519 2.2614 -1.2723  0.078
C13 -1.6863 -6.0836 1.9033  -0.061
C14 -2.2322 -4.8947 1.1278  -0.495
C15 -3.6449 -4.5386 1.5557  -0.062
O7 -2.1865 -5.1593 -0.2782  -0.058
H17 -2.3026 -6.9690 1.7207  0.079
H18 -0.6699 -6.3138 1.5824  0.076
H19 -1.6749 -5.8854 2.9755  0.080
H20 -1.5824 -4.0323 1.2862  0.119
H21 -4.3310 -5.3698 1.3755  0.079
H22 -4.0147 -3.6837 0.9935  0.058
H23 -3.6765 -4.2946 2.6197  0.084
H24 -2.7541 -5.9189 -0.4471  0.082
C16 -8.8510 -2.8289 0.9143  -0.063
C17 -7.3314 -2.9073 0.9337  -0.500
C18 -6.7248 -2.2051 -0.2702  -0.062
O8 -6.9065 -4.2711 0.9924  -0.058
H25 -9.2451 -3.3230 0.0216  0.079
H26 -9.2725 -3.3318 1.7851  0.078
H27 -9.1935 -1.7930 0.9101  0.079
H28 -6.9569 -2.4498 1.8487  0.123
H29 -7.0760 -2.6886 -1.1879  0.082
H30 -5.6388 -2.2609 -0.2536  0.061
H31 -7.0163 -1.1543 -0.3002  0.082
H32 -7.2116 -4.7056 0.1886  0.087
C19 -2.6091 -0.2623 2.9487  -0.053
C20 -3.9471 -0.0745 2.2500  -0.489
C21 -4.9219 0.7245 3.1011  -0.059
O9 -4.5083 -1.3401 1.9022  -0.071
H33 -2.7432 -0.8167 3.8818  0.085
H34 -1.9260 -0.8347 2.3198  0.071
H35 -2.1456 0.6967 3.1841  0.081
H36 -3.7906 0.4386 1.2996  0.139
H37 -5.1237 0.1992 4.0390  0.082
H38 -5.8714 0.8502 2.5796  0.077
H39 -4.5231 1.7109 3.3410  0.080
H40 -4.6550 -1.8296 2.7196  0.084
C22 1.6909 5.0221 -4.7449  -0.058
C23 2.3238 5.8695 -3.6522  -0.501
C24 1.5948 7.1915 -3.4692  -0.061
O10 3.7053 6.0934 -3.9311  -0.066
H41 1.7373 5.5450 -5.7045  0.081
H42 2.2255 4.0782 -4.8539  0.072
H43 0.6448 4.8064 -4.5233  0.081
H44 2.3108 5.3151 -2.7119  0.133
H45 1.6383 7.7787 -4.3909  0.081
H46 2.0614 7.7791 -2.6785  0.079
H47 0.5463 7.0336 -3.2137  0.080
H48 3.7676 6.5842 -4.7577  0.088

Its HOMO-LUMO gap is 8.76 eV.

(2)
Computed, not measured: a molecular structure, C24H48Br4N4O2S2, with the ωB97M-V functional and the def2-TZVPD basis.

Last column: Löwdin charge in e.
CARTESIAN COORDINATES (ANGSTROEM)
C1 -2.3938 2.3928 -0.6718  -0.129
C2 -3.3967 1.3676 -0.2321  -0.216
C3 -3.6421 0.4012 -1.4355  -0.247
C4 -4.5510 0.8331 -2.5171  -0.196
N1 -5.2712 1.1376 -3.3548  0.123
H1 -2.1359 2.3614 -1.7304  0.052
H2 -1.4257 2.3469 -0.1730  -0.085
H3 -2.7136 3.3994 -0.4025  0.093
H4 -4.3694 1.7334 0.0967  0.121
H5 -3.0129 0.8341 0.6374  -0.024
H6 -4.1093 -0.4242 -0.8984  0.026
H7 -2.7843 -0.1080 -1.8748  0.088
C5 0.3742 0.3129 2.7320  -0.120
C6 0.8179 0.5447 4.2419  -0.166
C7 1.3505 2.0338 4.4255  -0.168
C8 2.5546 2.5041 3.7301  -0.208
N2 3.5560 2.8720 3.2608  0.133
H8 -0.5255 0.9096 2.5816  0.040
H9 0.1040 -0.6946 2.4157  0.015
H10 1.1226 0.5254 1.9685  0.061
H11 1.5911 -0.1275 4.6139  0.106
H12 0.0788 0.4968 5.0415  0.044
H13 1.3794 2.2766 5.4877  0.119
H14 0.5178 2.6461 4.0795  0.114
C9 3.7060 -1.2152 -4.1011  -0.064
C10 3.2261 -0.3168 -2.9150  -0.433
C11 4.3083 0.6563 -2.3072  -0.139
C12 5.6777 0.0926 -2.1716  -0.207
N3 6.7874 -0.2455 -2.0318  0.143
H15 4.6990 -1.6359 -3.9426  0.072
H16 3.9156 -0.5223 -4.9160  0.074
H17 2.9501 -1.9299 -4.4266  0.071
H18 2.7617 -0.9447 -2.1546  -0.269
H19 2.2379 0.1423 -2.9462  -0.020
H20 3.9896 0.8453 -1.2821  0.081
H21 4.3401 1.5573 -2.9198  0.124
C13 -0.0191 -1.8948 -2.7922  -0.280
C14 -1.0293 -2.9758 -3.2461  -0.210
C15 -2.4937 -2.5718 -3.1476  -0.138
C16 -2.9375 -1.9525 -1.8633  -0.130
N4 -3.3331 -1.5005 -0.8763  0.077
H22 -0.0686 -0.9759 -3.3765  0.089
H23 0.9990 -2.2655 -2.6733  -0.101
H24 -0.2188 -1.5910 -1.7646  -0.029
H25 -0.8931 -3.9863 -2.8607  0.110
H26 -0.8639 -3.0960 -4.3167  0.107
H27 -3.1572 -3.4021 -3.3892  0.126
H28 -2.6017 -1.8877 -3.9894  0.121
C17 -1.9987 0.8727 5.5593  -0.237
S1 -3.4089 1.6531 4.5805  0.867
O1 -2.9278 3.0512 4.3870  -0.558
C18 -3.0434 0.6377 3.0642  -0.579
H29 -2.0108 -0.1503 5.9355  0.065
H30 -1.5480 1.3930 6.4045  0.063
H31 -1.2498 0.9485 4.7710  -0.026
H32 -3.4372 -0.3563 3.2764  0.010
H33 -2.0232 0.7776 2.7070  -0.067
H34 -3.5653 1.0322 2.1923  0.026
C19 0.3704 2.5491 -2.2486  -0.217
S2 0.5006 3.1762 -0.5208  0.984
O2 -0.1988 2.1726 0.3792  -0.613
C20 2.3062 2.8771 -0.3587  -0.229
H35 0.6222 3.4312 -2.8373  0.064
H36 -0.6263 2.1451 -2.4263  0.034
H37 0.9910 1.6666 -2.4045  -0.009
H38 2.4022 1.7914 -0.3483  0.001
H39 2.8423 3.2611 0.5092  0.044
H40 2.8408 3.2236 -1.2432  0.055
Br1 1.5395 -0.5764 -1.4469  0.893
C21 0.2153 -0.1292 0.0506  -0.390
C22 -0.6714 -1.2960 0.5339  -0.523
Br2 -2.1563 -0.8013 1.7438  1.085
H41 -0.4662 0.5939 -0.3976  0.045
H42 0.6525 0.3496 0.9268  -0.016
H43 -0.1387 -1.9592 1.2154  -0.028
H44 -1.1556 -1.8708 -0.2556  0.014
Br3 0.1499 -4.4097 2.5502  0.583
C23 0.5906 -3.9905 0.5739  -0.581
C24 1.9626 -3.3532 0.5399  -0.522
Br4 2.4532 -2.8678 -1.3585  0.820
H45 -0.1588 -3.2913 0.2030  0.007
H46 0.5170 -4.9347 0.0344  0.064
H47 2.7493 -4.0450 0.8411  0.058
H48 1.9820 -2.5309 1.2551  0.061

Its HOMO-LUMO gap is 8.03 eV.